(1)
Entry from OMol25: a molecular structure, C16H33AsN2O4SSeTi (the ωB97M-V functional and the def2-TZVPD basis).

The geometry in ORCA input format:
```
! RIJCOSX wB97M-V def2-TZVPD def2/J DEFGRID3
* xyz 2 3
Ti 0.02191 0.11136 0.02403
C -1.50032 -0.59272 2.31664
C -2.40085 -0.91044 1.07079
O -1.97387 -0.20191 -0.12466
C -2.27972 -0.57607 -1.49444
C -1.03659 -0.90359 -2.39754
O 0.16650 -0.21071 -1.96899
C 1.53467 -0.59377 -2.27430
C 2.43227 -0.93239 -1.03124
O 2.01179 -0.23134 0.17117
C 2.31484 -0.61696 1.53863
C 1.06767 -0.93566 2.43911
O -0.12688 -0.22602 2.01355
H -1.50020 -1.49306 2.93253
H -1.90008 0.24412 2.88441
H -3.41920 -0.60009 1.30508
H -2.35853 -1.97747 0.85406
H -2.84470 0.26035 -1.89893
H -2.89976 -1.47364 -1.48619
H -1.26758 -0.58741 -3.41492
H -0.83148 -1.97278 -2.35520
H 1.94564 0.24192 -2.83571
H 1.52284 -1.48938 -2.89693
H 3.45368 -0.62991 -1.26233
H 2.37920 -2.00088 -0.82452
H 2.88911 0.21077 1.94787
H 2.92457 -1.52148 1.52476
H 1.30155 -0.62842 3.45852
H 0.84990 -2.00213 2.39022
C 1.66709 5.65408 -0.61783
As -0.00817 4.92172 -0.01593
C -1.37619 5.56838 -1.20618
C -0.36531 5.66035 1.72537
S 0.04487 2.80416 0.03760
H 1.60371 6.74144 -0.62491
H 1.87390 5.28768 -1.62102
H 2.45721 5.33250 0.05727
H -1.37101 6.65759 -1.20556
H -2.34268 5.20189 -0.86692
H -1.17715 5.19703 -2.20914
H -0.37775 6.74758 1.66091
H 0.41356 5.33804 2.41310
H -1.33040 5.29794 2.07279
C 0.68228 -5.51368 2.34161
N 0.28278 -5.95634 1.01846
C 0.16326 -7.27105 0.61596
C -0.21325 -7.25555 -0.67852
N -0.31528 -5.93146 -1.05442
C -0.70894 -5.45703 -2.36816
C -0.01098 -5.14118 -0.00978
Se 0.00071 -3.27321 0.00851
H 0.77705 -6.38472 2.98346
H -0.07231 -4.84340 2.74865
H 1.63852 -4.99551 2.28988
H 0.35552 -8.08971 1.28544
H -0.41622 -8.05795 -1.36431
H -0.81521 -6.31354 -3.02752
H 0.05442 -4.78868 -2.76193
H -1.65832 -4.92747 -2.30572
*
```

Values from the calculation:
E = -6924.2311 Eh
⟨S²⟩ = 2.0031

(2)
Entry from OMol25: a molecular structure, C16H33BMoN2OP2 (the ωB97M-V functional and the def2-TZVPD basis).

The geometry in ORCA input format:
```
! RIJCOSX wB97M-V def2-TZVPD def2/J DEFGRID3
* xyz 2 1
Mo 0.02458 -0.44932 -0.42001
P -1.91846 -1.18064 1.05211
P 1.62848 -0.07851 -2.26673
N -1.09337 0.74192 -1.14903
H 1.48221 -1.86718 4.14965
C -2.03378 0.30820 2.13156
H -2.76744 0.13215 2.93143
H -2.35093 1.17487 1.53693
H -1.05527 0.52634 2.58157
C -1.83336 -2.55748 2.22698
H -2.62163 -2.46336 2.98753
H -0.84768 -2.54345 2.70634
H -1.94198 -3.49810 1.67428
C -3.57956 -1.28778 0.31283
H -4.32127 -1.56914 1.07386
H -3.56101 -2.04390 -0.48059
H -3.85993 -0.32812 -0.13745
C 1.81367 1.75450 -2.30064
H 2.50353 2.03133 -3.11063
H 2.20464 2.13026 -1.34780
H 0.83753 2.22359 -2.47933
C 3.31401 -0.73956 -2.13003
H 3.90771 -0.46625 -3.01574
H 3.25622 -1.83347 -2.05505
H 3.79688 -0.35946 -1.22069
C 1.09352 -0.44716 -3.97047
H 1.91403 -0.22724 -4.66804
H 0.22198 0.16496 -4.23204
H 0.81174 -1.50369 -4.05655
C -2.11060 0.97917 -2.03987
C -3.95466 2.35430 -2.76156
C -2.82129 2.19410 -1.97400
C -2.49223 -0.03031 -2.95839
C -3.63630 0.14719 -3.72730
C -4.37068 1.33455 -3.62897
H -4.52499 3.27880 -2.69547
H -2.45722 2.95777 -1.28415
H -1.88248 -0.94105 -3.02938
H -3.94141 -0.64799 -4.40590
H -5.27186 1.46409 -4.22959
C 2.15640 -0.53025 3.22005
O 1.27396 -1.65106 3.23125
C 1.71314 0.49485 4.25757
H 1.70048 0.03766 5.25591
H 0.69660 0.84013 4.02402
H 2.38025 1.36606 4.27124
C 3.57811 -1.04034 3.45582
H 4.32226 -0.24060 3.41581
H 3.83458 -1.78102 2.69033
H 3.65092 -1.52602 4.43613
B 3.28070 1.11241 1.41150
C 2.04054 0.14100 1.82045
N 1.08717 -0.06617 1.00766
H 2.90574 1.87901 0.54413
H 4.16267 0.37570 0.98344
H 3.65513 1.75374 2.38500
*
```

Values from the calculation:
E = -1589.3104 Eh

The calculation returns the following F_max values, one per record and in order: 2.60; 2.70 eV/A.